[1]
Density functional theory data (ωB97M-V with the def2-TZVPD basis set) for a molecular structure, C10H20N2PRuS in a non-equilibrium geometry.

```
35
Properties=species:S:1:pos:R:3:nbo_charge:R:1
C -1.6528 2.2132 -2.8596 -0.114
C -1.4116 2.8439 -4.0892 -0.119
C -0.8915 4.1583 -3.8590 -0.171
C -0.7896 4.3789 -2.4486 -0.113
C -1.2370 3.2372 -1.7634 -0.115
Ru -1.7250 0.2263 0.1745 -0.068
P -1.8869 -1.4294 -1.2899 0.180
H -2.0400 1.2194 -2.6516 0.244
H -1.5967 2.3979 -5.0641 0.248
H -0.6187 4.8746 -4.6319 0.250
H -1.3014 3.0421 -0.6943 0.243
H -0.4241 5.2839 -1.9691 0.249
H -0.7465 -2.2395 -1.5741 0.014
H -2.2500 -1.0234 -2.6118 -0.011
H -2.8882 -2.4276 -1.0846 0.006
C -1.4357 -0.7590 2.0191 -0.435
N -0.0527 -1.2776 2.1902 -0.425
C -0.0295 -2.7101 2.5312 -0.414
C 0.9069 -0.7667 1.3719 0.338
S 0.4735 0.4047 0.1879 -0.150
N 2.1777 -1.2246 1.4482 -0.421
C 2.7789 -1.5015 2.7562 -0.418
C 3.1379 -0.8253 0.4235 -0.412
H -2.0709 -1.0949 2.8337 0.245
H -1.9096 -1.2245 1.0506 0.205
H -1.4158 0.3614 1.9823 0.211
H 0.9956 -3.0683 2.6049 0.226
H -0.5295 -2.8268 3.4974 0.221
H -0.5649 -3.3070 1.7768 0.203
H 3.4366 -2.3717 2.6462 0.216
H 3.3900 -0.6501 3.0904 0.213
H 2.0087 -1.7045 3.4989 0.220
H 2.7015 -0.9599 -0.5704 0.230
H 3.4483 0.2216 0.5489 0.208
H 4.0130 -1.4708 0.5286 0.215
```

Properties
- Spin multiplicity: 5
- Energy relative to the best compared isomer or geometry (same formula, charge and spin): 480.7 kJ/mol
- Kohn-Sham gap (alpha / beta): 6.4307 / 3.0016 eV
- Total charge: +1
- Highest occupied orbital energy (alpha / beta): -9.064 / -9.777 eV
- E: -1336.42200 Ha
- M: 332.39 g mol⁻¹

=====

[2]
Density functional theory data (ωB97M-V with the def2-TZVPD basis set) for a molecular structure, C10H20N2SiSn in a non-equilibrium geometry.

```
34
Properties=species:S:1:pos:R:3:nbo_charge:R:1
Sn -0.1598 -2.2437 0.0070 1.604
C -4.0874 -0.7333 0.1409 -0.936
H -3.1472 -0.1135 -0.0052 0.180
H -4.1760 -1.4343 -0.7315 0.243
H -3.8199 -1.3231 1.0489 0.234
H -4.8351 0.0490 0.3063 0.289
H -5.7858 -1.1258 -0.1224 0.032
C -1.3140 -1.6385 -3.1626 -0.699
C -0.2686 -0.7109 -2.6680 0.327
C 0.3089 0.3165 -3.4102 -0.151
C 1.1725 1.2179 -2.8083 -0.102
C 1.3489 1.2620 -1.4287 -0.142
C 0.7647 0.2206 -0.7057 0.349
N -0.0047 -0.6816 -1.3692 -0.713
N 0.8803 -0.2531 0.5425 -0.867
Si 1.5850 0.4146 2.0567 1.713
C 3.0989 -0.6413 2.2656 -1.114
C 2.0474 2.2720 1.8530 -1.100
C 0.3681 0.3211 3.4420 -1.116
H -1.1854 -2.7078 -3.0034 0.261
H -2.2812 -1.3697 -2.7387 0.274
H -1.3701 -1.4661 -4.2324 0.274
H 0.0215 0.2925 -4.4510 0.267
H 1.7243 1.8945 -3.4617 0.279
H 2.1131 1.8548 -0.9921 0.269
H 3.5630 -0.8588 1.2922 0.247
H 3.8234 -0.1123 2.8993 0.288
H 2.8183 -1.5837 2.7541 0.255
H 1.3579 2.8845 2.4699 0.268
H 3.0719 2.4753 2.2288 0.276
H 1.9858 2.6140 0.8003 0.220
H -0.1214 1.2790 3.5903 0.274
H -0.3760 -0.4369 3.2286 0.233
H 0.8787 0.0661 4.3647 0.284
```

Properties
- Energy relative to the best compared isomer or geometry (same formula, charge and spin): 238.7 kJ/mol
- Kohn-Sham gap (alpha / beta): 7.4880 / 2.7091 eV
- Total charge: +2
- Highest occupied orbital energy (alpha / beta): -16.886 / -13.413 eV
- E: -1005.59261 Ha
- M: 315.08 g mol⁻¹

=====

[3]
Density functional theory data (ωB97M-V with the def2-TZVPD basis set) for a molecular structure, C10H20N4O7Sr in a non-equilibrium geometry.

```
42
Properties=species:S:1:pos:R:3:nbo_charge:R:1
O -1.7606 -0.5538 -1.3876 -0.850
H -1.7467 -1.6213 -1.8601 0.353
Sr -0.6254 1.2333 0.2351 1.819
N 0.7948 2.3437 -1.5349 -0.152
N 1.5662 0.0545 -1.2156 -0.102
N -1.7739 0.5071 2.5151 -0.151
N 0.3607 -0.6397 1.8245 -0.292
O 0.0347 3.3688 -1.6566 -0.467
O -2.7837 1.2409 2.8798 -0.625
O 1.6690 -1.0732 1.6301 -0.630
O 2.0264 -1.1135 -0.9002 -0.471
C 1.9478 0.5628 -2.4250 0.132
C 1.4994 1.8920 -2.6122 0.150
C -1.3977 -0.4892 3.3451 0.023
C -0.2023 -1.1632 2.9258 0.241
C 1.7177 2.6987 -3.8317 -0.687
H 1.1032 2.3387 -4.6711 0.232
H 2.7676 2.6454 -4.1481 0.229
H 1.4546 3.7426 -3.6379 0.252
C 2.7319 -0.1781 -3.4447 -0.685
H 2.0906 -0.4925 -4.2822 0.230
H 3.1876 -1.0692 -3.0022 0.257
H 3.5182 0.4656 -3.8598 0.227
C -2.1173 -0.8500 4.5973 -0.672
C 0.3637 -2.2885 3.7212 -0.688
H -2.9346 -0.1449 4.7768 0.255
H -1.4363 -0.8362 5.4604 0.213
H -2.5348 -1.8658 4.5339 0.213
H 1.1880 -2.7655 3.1845 0.252
H -0.4130 -3.0396 3.9249 0.226
H 0.7334 -1.9333 4.6949 0.233
H -2.6808 2.2932 1.7176 0.516
H 1.7946 -1.1114 0.6024 0.488
C -2.0221 -2.6921 -2.5298 -0.603
H -2.7190 -2.4141 -3.3231 0.204
H -2.4745 -3.4043 -1.8361 0.219
H -1.0863 -3.0803 -2.9416 0.221
O -2.2726 2.6919 0.8587 -1.096
H -2.5168 -0.1409 -1.8391 0.474
H -2.6693 3.5580 0.6819 0.500
O 3.3578 1.6735 1.5767 -0.493
C 2.2597 1.6496 1.2529 0.506
```

Properties
- Kohn-Sham gap (alpha / beta): 5.8150 / 4.1687 eV
- Total charge: 0
- Highest occupied orbital energy (alpha / beta): -6.873 / -6.875 eV
- E: -1169.20921 Ha
- M: 395.91 g mol⁻¹

=====

[4]
Density functional theory data (ωB97M-V with the def2-TZVPD basis set) for C10H20NO3S in the gas phase in a non-equilibrium geometry.

```
35
Properties=species:S:1:pos:R:3:nbo_charge:R:1
C -2.2422 1.1663 -1.9463 -0.622
C -1.4468 0.6795 -0.5577 0.117
C -2.6372 0.6046 0.6017 -0.643
C -0.8975 -0.8311 -0.8462 -0.463
C 0.7013 -0.9643 -1.1596 -0.407
S 1.3997 -2.6043 -0.5048 1.892
C 0.8193 -3.0426 1.2209 -0.870
O 0.9420 -3.7942 -1.4353 -0.910
O 2.9764 -2.6490 -0.5624 -0.896
C 1.6423 0.2409 -0.5758 -0.462
C 0.8072 1.2069 0.4510 0.116
C 0.4986 0.5629 1.9253 -0.656
C 1.7945 2.5282 0.7302 -0.634
N -0.3967 1.7281 -0.2951 -0.059
O -0.0773 2.4488 -1.3831 -0.348
H -3.2303 0.4993 -1.9964 0.205
H -1.6131 0.9935 -2.9178 0.232
H -2.6462 2.2834 -1.8354 0.239
H -3.5035 1.3847 0.3448 0.231
H -2.2623 0.8703 1.6776 0.231
H -3.1338 -0.4591 0.5091 0.220
H -1.4639 -1.2203 -1.8219 0.259
H -1.2908 -1.5290 0.0281 0.230
H 0.8733 -1.0033 -2.3346 0.291
H 1.6830 -2.9777 2.0392 0.274
H -0.0993 -2.4333 1.6130 0.243
H 0.4938 -4.1890 1.2207 0.290
H 2.0361 0.9210 -1.4723 0.260
H 2.6076 -0.1297 0.0097 0.267
H 0.2288 1.3718 2.7439 0.242
H -0.3114 -0.2800 1.8750 0.213
H 1.5127 0.0612 2.2984 0.233
H 2.2356 2.9626 -0.2878 0.240
H 1.2458 3.3981 1.2885 0.230
H 2.7543 2.1950 1.3554 0.216
```

Properties
- Spin multiplicity: 2
- Energy relative to the best compared isomer or geometry (same formula, charge and spin): 466.1 kJ/mol
- Kohn-Sham gap (alpha / beta): 9.4846 / 9.3967 eV
- Total charge: 0
- Highest occupied orbital energy (alpha / beta): -9.214 / -9.929 eV
- E: -1071.38794 Ha
- M: 234.34 g mol⁻¹

=====

[5]
Density functional theory data (ωB97M-V with the def2-TZVPD basis set) for 2 unconnected molecules or ions with the total composition C10H20NO9P in a non-equilibrium geometry.

```
41
Properties=species:S:1:pos:R:3:nbo_charge:R:1
C 1.6533 -0.2094 2.9893 -0.404
N 0.4186 0.5090 2.6360 -0.553
C 0.6360 1.8379 2.0490 -0.418
C -0.4558 -0.2995 1.8504 0.749
O -0.3487 -0.4431 0.6672 -0.540
C -1.5637 -0.9773 2.6387 -0.541
C -2.7319 -0.0065 2.8090 0.495
O -3.9393 -0.7152 2.9491 -0.717
C -2.5788 0.9473 3.9930 -0.119
O -3.1153 2.1796 3.5193 -0.481
C -3.3989 2.0614 2.2050 0.973
O -4.0207 2.8502 1.5729 -0.553
O -2.8752 0.8941 1.7178 -0.514
H 2.5079 0.1271 2.4018 0.207
H 1.8769 -0.0524 4.0466 0.197
H 1.5250 -1.2839 2.8586 0.202
H 0.5230 1.8433 0.9645 0.217
H 1.6244 2.2108 2.3062 0.207
H -0.0801 2.5429 2.4783 0.194
H -1.8673 -1.8911 2.1392 0.246
H -1.1606 -1.1597 3.6358 0.236
H -4.3755 -0.7301 2.0901 0.491
H -1.5231 1.0603 4.2413 0.209
H -3.1312 0.5953 4.8603 0.216
C -0.1000 0.2987 -4.0445 -0.263
O 1.2017 0.5368 -3.4813 -0.781
P 2.1906 -0.6890 -3.1874 2.536
O 3.1547 -0.2308 -2.1886 -1.095
O 2.7891 -0.8634 -4.6689 -0.824
C 3.5280 0.2227 -5.2262 -0.256
O 1.9067 -2.2450 -3.0271 -0.768
C 0.6913 -2.6915 -2.3921 -0.263
H -0.5611 1.2686 -4.2055 0.205
H -0.0197 -0.2246 -4.9999 0.185
H -0.7222 -0.2760 -3.3582 0.182
H 3.9881 0.8291 -4.4457 0.201
H 2.8792 0.8456 -5.8435 0.173
H 4.3085 -0.2053 -5.8513 0.190
H -0.1867 -2.3844 -2.9614 0.175
H 0.6241 -2.3061 -1.3734 0.202
H 0.7286 -3.7763 -2.3646 0.202
```

Properties
- SMILES string: CN(C)C(=O)C[C@@]1(O)COC(=O)O1.COP(=O)(OC)OC
- Kohn-Sham gap: 9.8537 eV
- Total charge: 0
- Highest occupied orbital energy: -9.383 eV
- E: -1466.36939 Ha
- M: 329.24 g mol⁻¹

=====

[6]
Density functional theory data (ωB97M-V with the def2-TZVPD basis set) for a molecular structure, C10H20O18RbS3 in a non-equilibrium geometry.

```
52
Properties=species:S:1:pos:R:3:mulliken_charge:R:1
Rb -1.1791 -1.7265 -0.9115 1.075
S -1.4969 -5.3867 -3.0713 0.993
O -2.8773 -5.3509 -3.6084 -0.776
O -0.5111 -5.5615 -4.1619 -0.805
O -1.2279 -4.1203 -2.3389 -0.625
O -1.3205 -6.5377 -2.1390 -0.815
S -4.3336 -0.8593 0.2517 1.040
O -4.7166 0.3433 1.0609 -0.829
O -3.6602 -0.3626 -0.9757 -0.694
O -3.3308 -1.6009 1.0567 -0.713
O -5.4786 -1.6968 -0.1162 -0.702
C 5.1133 -0.6834 -0.3767 -1.368
C 3.7480 -1.3428 -0.2934 0.242
O 3.3788 -1.5417 1.0744 -0.349
C 2.1112 -1.9157 1.2682 0.747
O 1.3427 -2.3470 0.4594 -0.535
O 1.8684 -1.8384 2.5734 -0.389
C 0.5533 -2.3253 2.9893 -0.248
H 5.2199 -0.3532 -1.4121 0.383
H 5.9376 -1.3847 -0.2363 0.369
H 5.1801 0.1400 0.3310 0.304
H 3.7318 -2.3015 -0.8137 0.312
H 3.0039 -0.6978 -0.7647 -0.009
H -0.2225 -1.8326 2.4114 -0.013
H 0.4780 -2.0709 4.0399 0.186
H 0.6225 -3.3954 2.8118 0.336
C 2.1896 4.0845 -1.9027 -1.272
C 1.8149 2.9472 -0.9328 0.005
O 1.5922 1.7230 -1.6024 -0.363
C 0.3537 1.3546 -1.9682 0.847
O 0.0681 0.3109 -2.4675 -0.619
O -0.5106 2.3514 -1.8101 -0.336
C -1.8513 2.1792 -2.3156 -0.559
H 2.4534 4.9276 -1.2598 0.413
H 1.2892 4.3964 -2.4314 0.283
H 3.0040 3.7570 -2.5431 0.303
H 0.9524 3.2926 -0.3677 0.153
H 2.6646 2.8142 -0.2650 0.457
H -2.3929 1.6661 -1.5189 0.211
H -1.9135 1.6322 -3.2532 0.317
H -2.2676 3.1691 -2.4927 0.204
C -1.9139 1.2253 1.4722 0.146
C -2.4113 0.5188 2.7475 -0.027
O -1.8368 1.2490 3.8643 -0.411
S -1.0059 2.5316 3.3832 1.057
O 0.2730 2.5801 4.0190 -0.589
O -1.8542 3.6846 3.4358 -0.621
O -0.7913 2.0369 1.8577 -0.141
H -2.7400 1.7798 1.0186 0.207
H -1.6395 0.5307 0.6878 -0.246
H -1.9634 -0.4703 2.7924 0.004
H -3.4974 0.4775 2.7445 0.461
```

Properties
- Energy relative to the best compared isomer or geometry (same formula, charge and spin): 0.0 kJ/mol
- Kohn-Sham gap: 2.7278 eV
- Total charge: -3
- Highest occupied orbital energy: 2.195 eV
- E: -2966.02195 Ha
- M: 609.92 g mol⁻¹